1.
{
  "formula": "C40H42IrN4O4SSb",
  "method": "wB97M-V/def2-TZVPD",
  "species": ["Ir", "C", "O", "C", "C", "C", "C", "C", "C", "N", "C", "N", "C", "C", "C", "C", "C", "C", "O", "C", "N", "C", "C", "C", "C", "C", "C", "O", "C", "H", "H", "H", "H", "H", "H", "H", "H", "H", "H", "H", "H", "H", "H", "H", "H", "H", "H", "H", "H", "H", "H", "O", "N", "C", "C", "C", "C", "C", "S", "H", "H", "H", "H", "C", "Sb", "C", "C", "H", "H", "H", "H", "H", "H", "H", "H", "H", "C", "C", "C", "C", "C", "C", "C", "C", "C", "C", "H", "H", "H", "H", "H", "H", "H"],
  "xyz": [[-1.03553, -0.59010, -0.38653], [2.33593, 6.47316, 1.57660], [1.84895, 5.36032, 0.83665], [2.47213, 5.06205, -0.33339], [3.56334, 5.74127, -0.85530], [4.09944, 5.35480, -2.08043], [3.54356, 4.30808, -2.79368], [2.44351, 3.63425, -2.27688], [1.92087, 3.98586, -1.04411], [0.79863, 3.33328, -0.49597], [0.57567, 1.99020, -0.50954], [1.68548, 1.22982, -0.40007], [1.87571, -0.10863, -0.76572], [0.82649, -1.06183, -0.84887], [1.27473, -2.45778, -1.23254], [2.69911, -2.66424, -1.64022], [3.62631, -1.73432, -1.40729], [3.20389, -0.45791, -0.92945], [4.18713, 0.42173, -0.64770], [4.63860, 1.32523, -1.68055], [-0.61032, 1.46049, -0.61090], [-1.68470, 2.35594, -0.93792], [-2.24193, 2.32016, -2.20125], [-3.32394, 3.12919, -2.52098], [-3.84325, 3.98017, -1.56204], [-3.28565, 4.03757, -0.28947], [-2.20517, 3.22579, 0.02480], [-1.57930, 3.20446, 1.23954], [-1.98192, 4.16867, 2.20204], [1.69961, 6.55304, 2.45273], [2.26879, 7.39226, 0.99183], [3.36811, 6.31210, 1.89299], [4.00141, 6.56937, -0.31913], [4.94991, 5.89234, -2.47704], [3.94537, 4.02599, -3.75710], [1.97866, 2.82969, -2.83515], [0.11104, 3.90485, -0.03288], [2.52324, 1.73931, -0.16468], [0.61172, -2.76428, -2.05205], [2.97227, -3.63396, -2.02784], [4.68272, -1.88492, -1.57937], [5.72508, 1.30874, -1.66401], [4.29269, 2.33890, -1.48280], [4.28093, 1.00365, -2.65876], [-1.82964, 1.62894, -2.92630], [-3.75658, 3.09011, -3.51090], [-4.68848, 4.61297, -1.79702], [-3.70248, 4.70887, 0.44664], [-1.32805, 4.02845, 3.05826], [-3.01721, 4.01194, 2.50941], [-1.86692, 5.18310, 1.81277], [-0.91287, -0.76696, 1.81715], [-1.83756, -0.09604, 2.51297], [-1.54637, 0.14580, 3.80903], [-2.45143, 0.74086, 4.64304], [-3.69785, 1.09944, 4.12476], [-3.96507, 0.87044, 2.79848], [-3.01521, 0.27307, 1.95468], [-3.32050, 0.01335, 0.28219], [-0.56247, -0.18572, 4.10337], [-2.19020, 0.91047, 5.67660], [-4.44421, 1.55882, 4.75863], [-4.91319, 1.14559, 2.35778], [-3.98742, -2.73036, -1.69006], [-2.30324, -2.89992, -0.40350], [-1.91122, -4.94679, -0.84485], [-3.21283, -3.29159, 1.47637], [-4.70467, -3.51543, -1.45278], [-3.66549, -2.84352, -2.72469], [-4.45961, -1.75980, -1.56333], [-2.88138, -5.43895, -0.77708], [-1.24174, -5.37220, -0.10435], [-1.50040, -5.09814, -1.84009], [-3.61269, -4.30398, 1.46623], [-4.01311, -2.57554, 1.65481], [-2.46329, -3.20201, 2.26152], [1.20936, -7.66794, -0.80943], [1.13963, -6.76897, -1.89393], [1.12831, -5.42056, -1.67877], [1.19081, -4.88311, -0.36599], [1.14622, -3.48068, -0.08180], [1.11576, -3.04675, 1.21637], [1.13263, -3.96193, 2.28980], [1.20553, -5.30036, 2.04922], [1.23020, -5.79204, 0.72102], [1.24822, -7.18622, 0.46527], [1.21716, -8.73377, -0.99295], [1.08601, -7.15248, -2.90443], [1.04405, -4.76264, -2.53401], [1.06349, -1.99019, 1.43379], [1.09666, -3.58773, 3.30446], [1.22948, -6.00994, 2.86716], [1.28053, -7.86472, 1.30892]],
  "forces_ev_per_angstrom": [[-0.107, -0.483, -0.183], [0.006, -0.021, -0.018], [0.030, 0.000, -0.051], [0.003, 0.025, 0.054], [-0.002, -0.024, -0.006], [-0.019, -0.011, 0.004], [-0.083, 0.113, -0.035], [-0.106, 0.130, -0.055], [0.032, -0.011, 0.016], [-0.112, 0.156, 0.008], [-0.180, -0.229, -0.078], [0.009, 0.129, 0.125], [0.053, -0.059, 0.204], [-0.021, 0.025, -0.003], [0.003, -0.068, -0.110], [-0.091, 0.042, 0.029], [-0.062, 0.043, -0.047], [0.181, -0.155, -0.370], [-0.163, 0.249, 0.268], [0.192, -0.062, -0.046], [0.185, 0.241, 0.103], [0.072, -0.087, 0.055], [-0.047, -0.043, 0.003], [0.002, 0.001, -0.004], [0.015, 0.010, 0.009], [0.021, -0.013, -0.009], [-0.063, -0.058, 0.009], [0.039, 0.035, -0.012], [-0.013, -0.051, -0.009], [-0.002, -0.005, -0.006], [-0.002, 0.005, -0.005], [0.009, -0.003, -0.003], [0.007, 0.016, 0.013], [0.003, 0.004, -0.001], [0.010, -0.004, -0.011], [-0.008, 0.002, 0.014], [-0.042, -0.024, 0.027], [0.047, -0.099, 0.020], [0.011, -0.061, 0.071], [0.015, -0.074, -0.010], [0.003, -0.027, -0.009], [0.024, -0.047, -0.022], [0.031, -0.222, 0.088], [-0.016, -0.020, -0.003], [0.001, -0.001, -0.003], [0.000, 0.000, -0.005], [-0.004, 0.000, 0.003], [-0.007, 0.010, 0.011], [0.005, -0.002, -0.002], [-0.034, -0.015, 0.002], [-0.003, 0.011, 0.007], [0.051, 0.208, 0.017], [-0.023, -0.049, -0.082], [0.003, -0.004, 0.061], [0.040, -0.020, -0.020], [-0.026, 0.025, -0.030], [-0.025, 0.038, 0.021], [0.067, 0.035, -0.007], [-0.004, 0.170, -0.006], [-0.006, -0.001, 0.003], [0.002, 0.000, 0.001], [0.000, 0.000, -0.004], [0.007, 0.001, 0.002], [-0.026, -0.038, 0.015], [0.022, 0.161, 0.096], [-0.036, 0.026, -0.070], [0.025, 0.066, 0.010], [0.004, -0.004, -0.007], [0.017, -0.008, 0.003], [-0.006, -0.004, -0.010], [-0.026, 0.019, -0.032], [-0.018, -0.043, 0.006], [-0.009, 0.014, 0.037], [-0.021, -0.006, 0.015], [0.028, -0.028, -0.015], [0.020, 0.002, -0.008], [-0.014, 0.002, -0.007], [0.035, 0.021, -0.004], [0.175, -0.013, 0.019], [-0.051, 0.034, -0.021], [-0.036, 0.056, 0.018], [0.018, -0.042, -0.057], [0.001, 0.001, 0.016], [-0.012, -0.003, 0.015], [-0.012, 0.020, -0.026], [-0.014, 0.015, 0.002], [0.007, -0.002, -0.001], [-0.010, -0.001, -0.001], [0.033, 0.033, -0.006], [-0.012, 0.044, 0.031], [-0.001, 0.007, -0.002], [0.007, -0.002, -0.001], [0.006, 0.001, 0.004]],
  "orbital_gap_ha": [0.2311, 0.2258],
  "charge": 1,
  "s2": 0.7573,
  "relative_energy_ev": 1.361,
  "spin_multiplicity": 2
}

2.
{
  "formula": "C4H12S2",
  "method": "wB97M-V/def2-TZVPD",
  "species": ["C", "C", "S", "H", "H", "H", "H", "H", "H", "C", "C", "S", "H", "H", "H", "H", "H", "H"],
  "xyz": [[1.61043, -2.92233, 1.18405], [2.12581, -1.51238, 0.93253], [1.81648, -0.91506, -0.76571], [2.19538, -3.65976, 0.65176], [0.54178, -2.91235, 1.01424], [1.75658, -3.14354, 2.25079], [1.71618, -0.81252, 1.65176], [3.20835, -1.40888, 0.98375], [0.47767, -1.01105, -0.73244], [-2.50042, 2.77497, -1.22116], [-1.75857, 1.44784, -1.01232], [-1.55472, 1.03478, 0.75904], [-1.87954, 3.61537, -0.93653], [-3.42717, 2.78450, -0.67007], [-2.73745, 2.84356, -2.28913], [-2.43322, 0.66754, -1.36038], [-0.81191, 1.42543, -1.53199], [-0.24833, 1.31972, 0.81910]],
  "forces_ev_per_angstrom": [[0.637, 0.747, 1.105], [0.133, 0.145, -0.527], [-0.172, 0.002, 0.091], [-0.366, -0.196, -0.496], [-0.150, -0.509, -0.359], [-0.083, -0.006, -0.114], [-0.169, 0.141, 0.037], [0.098, -0.288, 0.258], [0.017, 0.011, 0.013], [0.621, -0.541, -0.599], [-1.218, 0.282, 0.538], [0.395, 0.042, -0.159], [-0.006, 0.229, 0.102], [-0.248, 0.081, 0.254], [-0.007, 0.220, 0.118], [0.334, -0.199, -0.344], [0.168, -0.195, -0.053], [0.015, 0.034, 0.136]],
  "orbital_gap_ha": 0.3609,
  "charge": 0,
  "relative_energy_ev": 0.279,
  "smiles": "CCS.CCS"
}

3.
{
  "formula": "C18H29Cl3O5PdSSi",
  "method": "wB97M-V/def2-TZVPD",
  "species": ["Pd", "C", "C", "C", "C", "O", "Si", "S", "O", "C", "C", "C", "C", "O", "C", "C", "C", "C", "H", "H", "H", "H", "H", "H", "H", "H", "H", "H", "H", "H", "H", "H", "H", "H", "H", "H", "H", "H", "H", "H", "H", "H", "H", "H", "H", "Cl", "C", "C", "C", "Cl", "C", "O", "C", "Cl", "C", "H", "H", "O"],
  "xyz": [[-2.04318, -0.29822, -0.80993], [0.63187, -3.17723, 0.61849], [-0.09932, -2.03959, 1.33274], [0.63368, -1.63946, 2.60785], [-1.49847, -2.50088, 1.73618], [-0.23281, -0.95638, 0.43580], [0.93100, 0.16979, -0.04809], [-0.32667, 1.14645, -1.43815], [2.16146, -0.63242, -0.68994], [3.56784, -0.47614, -0.95455], [3.83698, 0.93903, -1.44811], [3.92691, -1.48965, -2.02722], [4.33990, -0.75212, 0.32807], [1.37225, 1.03695, 1.22641], [1.57748, 2.34876, 1.78681], [2.98877, 2.39189, 2.35150], [1.39936, 3.41999, 0.71962], [0.55170, 2.53591, 2.89403], [0.69519, -4.04888, 1.27178], [1.64215, -2.87863, 0.34621], [0.10146, -3.45783, -0.29217], [0.66529, -2.49597, 3.28373], [0.12356, -0.81609, 3.10516], [1.66124, -1.33969, 2.40224], [-1.49176, -3.43870, 2.28672], [-2.67432, -3.08141, 0.40308], [-1.89990, -1.76716, 2.44066], [3.25668, 1.14438, -2.34833], [4.89459, 1.06645, -1.67744], [3.56395, 1.66866, -0.68425], [3.35063, -1.30345, -2.93284], [3.70998, -2.50116, -1.68380], [4.98825, -1.42229, -2.26521], [4.04700, -0.04971, 1.10863], [5.41134, -0.65335, 0.15432], [4.13956, -1.76437, 0.68221], [3.72463, 2.24425, 1.56063], [3.12501, 1.61121, 3.10070], [3.17544, 3.35874, 2.81811], [2.10583, 3.27542, -0.09941], [1.57523, 4.40374, 1.15443], [0.39064, 3.39539, 0.31061], [0.67277, 1.76848, 3.65916], [-0.45786, 2.46701, 2.48834], [0.67447, 3.51274, 3.36116], [-8.08402, 1.66206, -4.71073], [-6.94381, 0.89530, -3.63469], [-5.64808, 1.37190, -3.56148], [-4.78010, 0.73806, -2.69980], [-3.12306, 1.30299, -2.56884], [-5.09836, -0.37110, -1.87109], [-4.25637, -0.91823, -1.09086], [-6.44774, -0.79423, -2.01020], [-6.96403, -2.14390, -1.05150], [-7.34353, -0.18390, -2.86256], [-5.32964, 2.21296, -4.16108], [-8.35801, -0.55173, -2.92472], [-2.51305, -2.14464, 0.57162]],
  "forces_ev_per_angstrom": [[0.780, 1.916, -1.410], [0.028, -0.010, 0.040], [0.202, -1.315, 0.099], [0.055, -0.026, -0.024], [-1.403, 4.061, -0.592], [0.114, 0.825, -0.201], [-0.893, 0.170, -0.057], [-0.416, -0.734, 0.420], [0.238, -0.398, -0.124], [0.025, 0.183, 0.102], [-0.110, 0.007, 0.002], [-0.115, -0.039, -0.006], [-0.109, -0.023, 0.066], [0.392, 0.123, 0.273], [-0.150, 0.084, -0.119], [0.005, -0.125, -0.026], [-0.046, -0.077, -0.042], [-0.040, -0.114, -0.017], [-0.018, -0.015, 0.001], [0.008, 0.037, -0.037], [-0.026, 0.012, -0.018], [-0.018, 0.006, 0.033], [0.002, 0.040, -0.007], [0.015, -0.008, -0.048], [-0.513, -0.603, -0.992], [-1.030, 0.284, -1.207], [0.355, -0.128, 0.314], [-0.005, -0.001, -0.024], [0.021, 0.007, -0.015], [0.024, 0.002, 0.013], [-0.009, 0.012, -0.018], [0.000, -0.017, 0.017], [0.025, -0.004, -0.008], [-0.003, 0.011, 0.007], [0.026, -0.002, -0.005], [0.002, -0.024, -0.010], [0.018, 0.025, -0.008], [-0.005, -0.014, 0.015], [0.002, 0.021, 0.017], [0.015, 0.019, -0.010], [0.022, 0.020, 0.004], [-0.018, 0.004, -0.002], [0.011, -0.013, 0.013], [-0.019, 0.009, -0.013], [-0.003, 0.023, 0.012], [0.032, -0.029, 0.037], [-0.019, 0.084, -0.078], [0.010, 0.026, -0.018], [-0.053, -0.256, 0.202], [0.006, -0.341, 0.307], [0.128, 0.282, -0.203], [0.292, -0.377, 0.388], [0.060, 0.039, -0.014], [-0.014, -0.010, 0.000], [-0.042, -0.052, 0.029], [0.000, 0.000, 0.000], [-0.004, 0.000, -0.001], [2.168, -3.579, 2.942]],
  "orbital_gap_ha": [0.1878, 0.1879],
  "charge": 0
}